48
Properties=species:S:1:pos:R:3 method="wB97M-V/def2-TZVPD" homo_lumo_gap_ev="5.24 / 5.23" multiplicity=2 charge=+1
Ce -0.92 -0.68 0.07
C 0.62 0.59 -4.30
N 1.51 0.80 -3.16
C 2.56 1.80 -3.29
C 1.32 0.13 -2.04
O 0.45 -0.75 -1.91
C 2.20 0.48 -0.85
O 1.70 -0.24 0.28
C 2.03 0.36 1.52
C 0.92 0.02 2.51
O 0.04 -0.81 2.18
N 0.93 0.63 3.68
C -0.16 0.43 4.63
C 1.91 1.66 4.01
H 1.15 0.07 -5.10
H 0.29 1.56 -4.66
H -0.24 0.02 -3.97
H 2.48 2.24 -4.28
H 3.55 1.36 -3.19
H 2.43 2.60 -2.56
H 2.12 1.55 -0.66
H 3.24 0.21 -1.04
H 2.08 1.45 1.42
H 2.99 -0.01 1.88
H -0.96 -0.14 4.16
H -0.54 1.40 4.94
H 0.21 -0.12 5.50
H 2.92 1.35 3.75
H 1.88 1.82 5.09
H 1.66 2.60 3.51
S -5.19 5.46 -0.04
C -4.12 4.24 -0.26
S -2.59 4.15 0.54
C -2.09 2.59 -0.05
C -2.97 1.95 -0.85
S -2.79 0.38 -1.64
S -4.46 2.80 -1.17
S -0.48 2.03 0.42
N -1.20 -5.44 -1.18
C -2.12 -4.76 -0.20
C -1.55 -3.36 0.09
O -2.26 -2.57 0.73
O -0.41 -3.09 -0.39
H -0.91 -6.37 -0.88
H -0.35 -4.79 -1.24
H -1.61 -5.52 -2.11
H -2.15 -5.35 0.72
H -3.12 -4.70 -0.62


47
Properties=species:S:1:pos:R:3 method="wB97M-V/def2-TZVPD" homo_lumo_gap_ev="2.74 / 2.84" charge=+2
Cr -0.10 -0.14 -0.47
N -0.96 -1.91 0.14
C -1.56 -1.77 1.50
C -0.54 -1.05 2.36
N -0.07 0.17 1.67
C -0.79 1.42 2.02
C -1.96 1.60 1.08
N -1.44 1.44 -0.30
H -1.64 -2.30 -0.51
H -0.20 -2.59 0.18
H -1.82 -2.75 1.92
H -2.48 -1.21 1.38
H 0.34 -1.68 2.51
H -0.95 -0.82 3.35
H 0.92 0.27 1.90
H -0.09 2.25 1.90
H -1.12 1.41 3.06
H -2.45 2.57 1.22
H -2.72 0.83 1.23
H -0.93 2.29 -0.56
H -2.21 1.38 -0.97
N 8.65 0.40 3.17
C 7.48 -0.11 2.84
C 7.43 -1.39 2.18
C 6.22 -1.92 1.85
C 5.04 -1.22 2.17
C 5.08 0.04 2.81
C 6.27 0.60 3.14
S 3.49 -2.01 1.79
O 2.87 -2.25 3.06
O 3.83 -3.09 0.92
N 2.59 -0.93 1.07
C 2.81 -0.58 -0.19
S 4.23 -0.86 -1.12
C 3.57 -0.01 -2.46
C 2.34 0.41 -2.17
N 1.86 0.08 -0.90
H 9.51 -0.09 2.98
H 8.72 1.29 3.65
H 8.35 -1.91 1.97
H 6.15 -2.88 1.36
H 4.16 0.55 3.07
H 6.32 1.55 3.65
H 4.11 0.14 -3.37
H 1.71 0.98 -2.84
O -0.74 -0.57 -3.27
N -0.48 -0.40 -2.14


50
Properties=species:S:1:pos:R:3 method="wB97M-V/def2-TZVPD" homo_lumo_gap_ev="4.70 / 5.51" charge=+2
C 0.00 0.02 -7.20
C 0.01 0.60 -5.82
H 0.00 0.80 -7.97
H -0.89 -0.60 -7.24
H 0.88 -0.62 -7.25
O 0.02 1.70 -5.37
I -0.01 -1.50 -4.25
Tl 0.00 0.69 -2.28
P 2.50 -0.12 -0.55
C 3.27 1.14 0.58
C 3.05 -1.63 0.34
H 4.15 -1.71 0.42
H 4.70 -0.34 -1.60
H 2.70 -2.53 -0.19
H 3.35 -0.86 -2.70
H 2.83 1.02 1.58
H 2.66 -1.67 1.37
C 3.68 -0.11 -1.95
H 4.36 1.02 0.61
H 3.68 0.93 -2.38
H 3.03 2.12 0.14
P -2.51 -0.07 -0.54
C -3.25 1.20 0.58
C -3.68 -0.04 -1.95
H -2.75 -2.48 -0.19
H -4.19 -1.64 0.43
H -2.69 -1.63 1.37
C -3.09 -1.57 0.34
H -3.36 -0.80 -2.70
H -4.70 -0.26 -1.60
H -4.35 1.10 0.61
H -2.99 2.18 0.15
H -3.66 1.00 -2.37
H -2.81 1.08 1.59
C -0.02 1.50 0.58
O 0.05 2.42 1.28
F 1.28 -2.02 3.34
C 1.27 -0.75 3.87
F 1.33 -0.87 5.22
F 2.44 -0.15 3.46
C 0.01 0.05 3.30
O 0.02 -0.06 2.00
C -1.27 -0.74 3.86
F -1.34 -0.87 5.21
F -2.43 -0.13 3.46
F -1.30 -2.00 3.32
C 0.00 1.46 4.09
F -0.02 1.32 5.46
F 1.10 2.20 3.79
F -1.07 2.22 3.76


42
Properties=species:S:1:pos:R:3 method="wB97M-V/def2-TZVPD" smiles=CC(C)[C@H](C)COc1ccc2nsnc2c1P(O)O.CO homo_lumo_gap_ev=6.54
C 1.22 -1.78 2.39
C 0.65 -2.47 0.97
C 1.90 -3.04 0.09
C -0.27 -1.34 0.15
C -1.16 -2.01 -1.05
C 0.65 -0.06 -0.29
O 0.30 0.55 -1.58
C -0.11 1.93 -1.23
C -1.72 2.22 -1.06
C -2.19 3.75 -0.66
C -0.98 4.89 -0.43
N -1.19 6.33 -0.02
S 0.43 7.00 0.11
N 1.62 5.75 -0.32
C 0.65 4.58 -0.59
C 1.10 3.03 -1.02
P 2.97 2.66 -1.24
O 3.64 3.84 -2.37
O 3.26 1.12 -2.00
H 2.41 -1.87 2.40
H 0.92 -0.65 2.48
H 0.77 -2.38 3.30
H -0.06 -3.36 1.28
H 2.22 -4.15 0.35
H 1.60 -2.93 -1.06
H 2.81 -2.29 0.25
H -1.05 -0.94 0.97
H -1.56 -1.26 -1.86
H -0.58 -2.94 -1.52
H -2.13 -2.47 -0.53
H 0.51 0.77 0.56
H 1.81 -0.28 -0.31
H -2.48 1.32 -1.22
H -3.33 3.97 -0.51
H 2.93 3.94 -3.10
H 3.34 1.20 -3.00
C -3.48 -3.68 1.81
O -2.09 -3.53 2.05
H -3.83 -2.82 1.22
H -3.65 -4.60 1.24
H -4.02 -3.71 2.75
H -1.81 -4.30 2.58


42
Properties=species:S:1:pos:R:3 method="wB97M-V/def2-TZVPD" smiles=CCOCCN(S)c1nc(-c2ccncc2)[nH][n+]1CCN homo_lumo_gap_ev=8.64 charge=+1 relative_energy_ev=4.892
C -2.23 -4.16 0.75
C -0.72 -4.59 1.08
O -0.14 -3.80 2.16
C 0.84 -2.88 1.65
C 0.64 -1.42 2.34
N -0.34 -0.63 1.55
S -2.02 -0.72 2.11
C -0.13 0.14 0.49
N -1.17 0.93 -0.20
C -0.38 1.57 -1.20
C -1.20 2.55 -2.11
C -2.40 2.18 -2.98
C -3.10 3.25 -3.78
N -2.84 4.63 -3.92
C -1.73 4.92 -3.10
C -0.90 4.04 -2.20
N 1.01 1.21 -1.20
N 1.12 0.34 -0.15
C 2.49 -0.18 0.03
C 3.48 0.87 0.80
N 2.74 1.81 1.69
H -2.85 -5.05 0.37
H -2.32 -3.24 0.08
H -2.71 -3.88 1.76
H -0.76 -5.67 1.49
H -0.07 -4.64 0.15
H 1.93 -3.18 1.90
H 0.75 -2.69 0.52
H 1.63 -0.88 2.48
H 0.24 -1.63 3.39
H -2.30 0.41 2.86
H -2.76 1.10 -3.03
H -4.02 2.89 -4.37
H -1.41 6.02 -3.13
H -0.05 4.49 -1.58
H 1.72 1.56 -1.84
H 2.58 -1.20 0.51
H 2.95 -0.29 -1.02
H 3.93 1.52 -0.04
H 4.37 0.34 1.29
H 3.40 2.61 1.82
H 2.71 1.37 2.62


36
Properties=species:S:1:pos:R:3 method="wB97M-V/def2-TZVPD" smiles="CCN(C)C(C)=O.CCc1ccccc1" homo_lumo_gap_ev=9.57 relative_energy_ev=2.714
C 2.16 -1.47 -2.76
C 3.51 -1.10 -2.29
N 3.49 -1.06 -0.75
C 4.90 -1.10 -0.35
C 2.63 -0.12 -0.06
C 3.12 0.77 1.08
O 1.47 -0.05 -0.39
H 1.66 -0.99 -3.55
H 1.30 -1.44 -2.07
H 2.23 -2.56 -2.79
H 4.17 -1.90 -2.53
H 3.86 -0.19 -2.79
H 4.82 -0.62 0.72
H 5.32 -2.12 -0.21
H 5.49 -0.55 -1.06
H 3.99 1.39 0.92
H 2.16 1.15 1.35
H 3.63 0.33 1.95
C -4.87 -1.49 0.92
C -3.51 -1.00 0.37
C -3.22 0.49 0.60
C -2.61 1.27 -0.36
C -1.92 2.43 0.10
C -2.27 3.00 1.34
C -3.17 2.34 2.13
C -3.63 1.05 1.78
H -5.25 -2.29 0.26
H -5.65 -0.66 0.83
H -4.77 -1.72 1.98
H -2.70 -1.59 0.86
H -3.39 -1.21 -0.70
H -2.26 0.96 -1.35
H -1.14 2.89 -0.56
H -1.83 3.89 1.79
H -3.38 2.69 3.15
H -4.35 0.58 2.44